No. 1
Below is a molecular structure, C42H51ClNO4PPt, with properties calculated with ωB97M-V/def2-TZVPD.

The calculation puts the gap between HOMO and LUMO (alpha / beta) at 7.43 / 7.43 eV. The value obtained for the LUMO energy (alpha / beta) is -0.65 / -0.65 eV. The total charge is 0.

```
101
Properties=species:S:1:pos:R:3:mulliken_charge:R:1
Pt 0.01 -0.43 0.07 0.808
C 4.23 -0.38 -0.79 -0.610
C 4.80 -0.16 0.46 -0.911
C 3.98 -0.10 1.58 -0.414
C 2.60 -0.24 1.45 0.816
C 2.02 -0.43 0.19 -0.352
C 2.86 -0.52 -0.91 -0.399
C 1.68 -0.15 2.58 1.083
C 2.07 0.05 3.93 -0.717
C 1.12 0.17 4.90 -1.145
C -0.26 0.08 4.57 1.571
C -1.29 0.16 5.53 -0.930
C -2.60 0.03 5.14 -0.734
C -2.92 -0.19 3.78 -0.491
C -1.94 -0.25 2.83 0.113
C -0.58 -0.13 3.21 -0.257
N 0.39 -0.24 2.28 -0.552
H 4.87 -0.43 -1.66 0.419
H 5.87 -0.03 0.57 0.422
H 4.43 0.05 2.55 0.357
H 2.44 -0.69 -1.90 0.390
H 3.11 0.10 4.19 0.394
H 1.39 0.33 5.93 0.425
H -1.04 0.32 6.57 0.429
H -3.40 0.08 5.86 0.399
H -3.95 -0.31 3.48 0.441
H -2.17 -0.41 1.78 0.085
O 0.02 2.05 0.05 -0.083
P 0.08 3.54 -0.06 -0.718
C 0.12 4.25 1.66 1.214
C -0.37 5.69 1.84 -1.675
C -1.87 5.79 2.08 -0.548
C -2.28 4.92 3.27 -1.247
C -1.95 3.46 2.96 0.290
C -0.46 3.28 2.71 0.060
C -1.34 4.22 -1.03 1.034
C -1.10 4.19 -2.55 -1.875
C -1.09 2.77 -3.12 -0.780
C -2.29 1.94 -2.61 0.439
C -3.30 2.81 -1.87 -0.379
C -2.63 3.44 -0.65 -0.183
C 1.63 4.03 -0.94 0.467
C 1.90 5.53 -1.13 -1.352
C 2.70 6.16 0.01 -0.470
C 4.00 5.39 0.24 -1.131
C 3.68 3.96 0.65 -0.574
C 2.85 3.25 -0.42 -0.274
H 1.20 4.24 1.83 -0.365
H -0.09 6.29 0.97 0.422
H 0.14 6.12 2.70 0.604
H -2.42 5.46 1.20 0.012
H -2.14 6.83 2.26 0.419
H -3.35 5.03 3.47 0.493
H -1.73 5.24 4.16 0.389
H -2.52 3.14 2.09 -0.393
H -2.25 2.82 3.79 0.458
H -0.26 2.25 2.38 -1.113
H 0.08 3.43 3.65 0.812
H -1.44 5.28 -0.74 1.001
H -0.17 4.70 -2.79 0.565
H -1.90 4.76 -3.02 0.588
H -0.16 2.26 -2.84 0.131
H -1.11 2.84 -4.21 0.542
H -1.93 1.17 -1.92 -0.840
H -2.77 1.42 -3.44 0.775
H -4.14 2.20 -1.53 -0.729
H -3.71 3.58 -2.53 0.591
H -2.37 2.63 0.03 -0.800
H -3.34 4.09 -0.14 0.561
H 1.40 3.60 -1.92 0.614
H 0.96 6.07 -1.28 0.406
H 2.49 5.64 -2.05 0.479
H 2.11 6.16 0.93 0.073
H 2.91 7.20 -0.24 0.425
H 4.59 5.88 1.01 0.475
H 4.59 5.38 -0.68 0.365
H 3.16 3.96 1.61 0.204
H 4.60 3.39 0.80 0.572
H 2.51 2.28 -0.05 -0.547
H 3.51 3.05 -1.27 0.662
C -6.52 0.94 1.97 -1.470
C -6.37 0.94 0.47 1.090
C -7.14 1.79 -0.30 -0.759
C -7.04 1.78 -1.68 0.191
Cl -8.03 2.85 -2.62 -0.255
C -6.17 0.91 -2.32 -0.740
C -5.38 0.07 -1.55 -0.711
C -5.46 0.08 -0.17 0.708
O -4.70 -0.71 0.63 -0.468
C -4.10 -1.84 0.00 -0.836
C -2.86 -1.52 -0.88 0.263
O -2.79 -2.07 -1.97 -0.779
O -2.04 -0.69 -0.36 -0.114
H -7.55 1.15 2.25 0.482
H -5.89 1.70 2.43 0.167
H -6.25 -0.04 2.37 0.308
H -7.83 2.47 0.18 0.470
H -6.10 0.90 -3.39 0.415
H -4.68 -0.60 -2.05 0.437
H -4.82 -2.37 -0.62 0.456
H -3.77 -2.49 0.82 0.439
```

No. 2
Below is a molecular structure, C26H27AsMnN8O8S3, with properties calculated with ωB97M-V/def2-TZVPD.

Its multiplicity is 6. The calculation puts the gap between HOMO and LUMO (alpha / beta) at 5.48 / 5.48 eV. The value obtained for the LUMO energy (alpha / beta) is 4.16 / 4.15 eV. The total charge is -2.

```
74
Properties=species:S:1:pos:R:3:lowdin_spin:R:1
Mn 0.14 -0.24 -1.18 4.674
C -4.07 -3.07 1.03 0.000
C -4.30 -1.58 1.29 0.002
N -3.13 -0.92 1.85 0.004
C -2.05 -0.53 1.07 0.010
S -2.33 -0.17 -0.59 0.036
N -0.95 -0.43 1.77 0.001
N 0.18 -0.10 1.07 0.035
C 1.21 0.20 1.80 0.011
C 1.13 0.21 3.30 0.003
C 2.49 0.60 1.21 0.006
C 3.35 1.41 1.94 0.000
C 4.62 1.72 1.49 0.005
C 5.06 1.17 0.30 0.001
C 4.19 0.38 -0.42 0.006
N 2.93 0.17 0.00 0.004
H -4.95 -3.51 0.54 0.000
H -3.90 -3.61 1.97 0.000
H -3.20 -3.22 0.39 0.000
H -5.13 -1.42 1.98 0.000
H -4.54 -1.08 0.36 0.001
H -2.80 -1.30 2.72 0.000
H 0.38 -0.50 3.61 0.000
H 0.84 1.20 3.67 0.001
H 2.09 -0.06 3.73 0.000
H 3.00 1.82 2.88 0.000
H 5.26 2.37 2.08 0.000
H 6.06 1.32 -0.07 0.000
H 4.45 -0.17 -1.31 0.000
O 3.82 -4.98 -1.71 0.000
As 3.53 -3.13 -1.71 0.000
O 5.04 -2.55 -1.24 0.000
O 2.19 -0.56 -0.78 0.040
C 2.63 -3.22 0.13 0.000
C 3.48 -3.02 1.23 0.000
C 3.00 -3.06 2.53 0.000
C 1.65 -3.30 2.77 0.000
C 0.79 -3.49 1.70 0.000
C 1.28 -3.44 0.40 0.001
S 0.13 -3.66 -0.95 0.006
O -1.16 -3.96 -0.35 0.001
O 0.68 -4.72 -1.79 0.003
O 0.12 -2.36 -1.68 0.045
H 2.94 -5.34 -1.83 0.000
H 4.53 -2.82 1.01 0.000
H 3.67 -2.90 3.36 0.000
H 1.26 -3.33 3.78 0.000
H -0.27 -3.66 1.85 0.000
N -5.30 3.99 0.59 0.000
C -3.94 3.88 0.22 0.000
C -3.07 3.12 0.99 0.000
C -1.74 3.00 0.63 0.000
C -1.27 3.67 -0.49 0.000
C -2.13 4.45 -1.26 0.000
C -3.46 4.56 -0.89 0.000
S 0.42 3.44 -0.97 0.005
O 1.16 3.31 0.25 0.001
O 0.77 4.51 -1.87 0.004
N 0.47 2.00 -1.68 0.034
C 0.04 1.76 -2.94 0.009
N 0.34 0.50 -3.34 0.027
C -0.14 0.07 -4.49 0.009
C -0.86 0.90 -5.33 0.003
C -1.12 2.17 -4.85 0.005
N -0.70 2.62 -3.68 0.002
H -5.62 3.18 1.10 0.000
H -5.90 4.17 -0.20 0.000
H -3.44 2.56 1.85 0.000
H -1.07 2.38 1.21 0.000
H -1.74 4.94 -2.14 0.000
H -4.13 5.16 -1.49 0.000
H 0.08 -0.97 -4.73 0.000
H -1.25 0.56 -6.28 0.000
H -1.71 2.87 -5.43 0.000
```

No. 3
Below is 2 unconnected molecules or ions with the total composition C3H8NO3, with properties calculated with ωB97M-V/def2-TZVPD.

The calculation puts the gap between HOMO and LUMO at 6.65 eV. The value obtained for the LUMO energy is 3.76 eV. The total charge is -1.

```
15
Properties=species:S:1:pos:R:3:nbo_charge:R:1
C 0.46 -1.59 0.74 0.513
N -0.07 -0.35 0.65 -0.621
C -0.33 0.27 -0.67 -0.312
C -1.93 0.39 -1.05 0.027
O -2.05 1.05 -2.16 -0.922
O 0.76 -2.11 1.81 -0.670
H 0.66 -1.98 -0.26 0.111
H -0.20 0.20 1.48 0.393
H 0.18 -0.20 -1.50 0.192
H -0.16 1.34 -0.55 0.185
H -2.40 1.05 -0.23 0.055
H -2.25 -0.68 -0.88 0.053
H 2.10 0.33 1.32 0.480
H 2.40 1.39 0.31 0.468
O 2.83 0.88 0.99 -0.951
```

No. 4
Below is a gas-phase ion, CH7N4O (charge +1), with properties calculated with ωB97M-V/def2-TZVPD.

The calculation puts the gap between HOMO and LUMO (alpha / beta) at 5.53 / 9.07 eV. The value obtained for the LUMO energy (alpha / beta) is -7.04 / -4.94 eV. The total charge is +1.

```
13
Properties=species:S:1:pos:R:3:nbo_charge:R:1
C -0.58 -0.93 -0.38 -0.104
N -1.28 0.15 0.26 -0.341
N 0.88 -0.96 -0.10 -0.216
N 2.52 0.66 0.34 -0.081
N -1.11 1.44 -0.25 -0.586
O 1.56 0.17 -0.31 -0.041
H -0.76 -1.93 -0.16 0.251
H -0.79 -0.84 -1.43 0.221
H -1.23 0.08 1.30 0.395
H 1.16 -1.58 0.58 0.380
H 2.76 0.04 1.15 0.297
H -1.56 1.40 -1.26 0.392
H -1.58 2.30 0.25 0.434
```

No. 5
Below is a molecular structure, C3H5IrO4, with properties calculated with ωB97M-V/def2-TZVPD.

Its multiplicity is 5. The calculation puts the gap between HOMO and LUMO (alpha / beta) at 8.85 / 7.38 eV. The value obtained for the LUMO energy (alpha / beta) is 0.34 / -2.52 eV. The total charge is 0.

```
13
Properties=species:S:1:pos:R:3:lowdin_spin:R:1
O 1.00 -0.77 -0.39 0.019
C -0.82 0.20 -0.98 0.071
C 0.83 -0.44 0.97 0.002
O -1.77 -0.61 -1.21 0.437
O -0.98 0.92 0.19 0.019
C 0.15 0.91 1.05 0.003
H 1.82 -0.41 1.45 0.000
H 0.18 -1.20 1.45 0.001
H 0.86 1.70 0.74 0.000
H -0.23 1.10 2.06 0.000
Ir -2.08 -2.20 -2.10 3.408
O -0.07 0.71 -1.93 0.038
H 1.11 0.08 -1.29 0.001
```

No. 6
Below is 2 unconnected molecules or ions with the total composition C4H9O, with properties calculated with ωB97M-V/def2-TZVPD.

The calculation puts the gap between HOMO and LUMO at 5.96 eV. The value obtained for the LUMO energy is 3.95 eV. The total charge is -1.

```
14
Properties=species:S:1:pos:R:3:nbo_charge:R:1
C 2.15 -0.41 0.43 0.208
O 2.50 -1.23 1.38 -0.903
C 1.78 -0.74 -1.09 -0.608
C 0.70 -0.45 0.12 -0.268
C -0.14 0.73 -0.39 -0.616
H 2.64 0.72 0.52 0.022
H -6.75 0.63 1.74 -0.010
H 2.24 -1.77 -1.31 0.200
H 2.19 0.04 -1.70 0.192
H -6.18 0.81 1.34 0.010
H 0.12 -1.24 0.59 0.209
H 0.37 1.73 -0.43 0.200
H -1.05 0.91 0.23 0.176
H -0.56 0.27 -1.44 0.189
```

No. 7
Below is a molecular structure, C2H4N2OS, with properties calculated with ωB97M-V/def2-TZVPD.

The calculation puts the gap between HOMO and LUMO at 8.14 eV. The value obtained for the LUMO energy is -0.62 eV. The total charge is 0.

```
10
Properties=species:S:1:pos:R:3:nbo_charge:R:1
C -1.39 -0.08 0.36 0.210
C 2.25 0.60 -0.10 -0.024
H -3.23 -0.21 0.35 0.333
H -1.97 0.74 1.58 0.217
H 0.09 -1.15 -1.18 0.404
H 2.68 1.65 -0.36 0.229
N -2.23 -0.77 -0.39 -0.593
N 0.12 -0.56 -0.05 -0.380
O 0.90 0.66 -0.32 -0.406
S 2.79 -0.87 0.10 0.011
```

No. 8
Below is 12 unconnected molecules or ions with the total composition C47H107N2O12, with properties calculated with ωB97M-V/def2-TZVPD.

The calculation puts the gap between HOMO and LUMO at 9.09 eV. The value obtained for the LUMO energy is -1.93 eV. The total charge is +1.

```
168
Properties=species:S:1:pos:R:3:mulliken_charge:R:1
C -4.77 1.51 2.86 -1.395
C -3.73 1.62 1.70 0.318
C -2.42 2.14 2.23 0.201
C -1.63 1.56 3.16 -0.022
C -1.75 0.25 3.92 -0.045
C -0.54 -0.62 3.50 0.790
C 0.54 -0.62 4.36 -0.803
C 1.66 -1.35 4.01 -0.835
C 1.66 -2.02 2.82 -0.831
C 0.58 -2.04 1.98 -0.410
C -0.55 -1.32 2.30 0.042
C -1.72 -1.34 1.35 0.670
N -0.52 2.35 3.38 0.186
C -0.62 3.41 2.58 -0.605
N -1.73 3.31 1.90 0.160
C -2.14 4.29 0.86 -1.427
C -1.50 3.84 -0.47 0.308
C -2.48 3.87 -1.68 -1.504
C -3.18 2.52 -1.90 0.383
C -3.61 2.35 -3.36 -1.007
C -4.09 0.93 -3.66 -0.988
C -2.95 -0.10 -3.68 -0.435
C -2.32 -0.32 -5.07 -0.709
C -1.21 -1.40 -4.88 -0.031
C -1.05 -2.35 -6.08 -1.031
C 0.05 -1.99 -7.11 -0.653
O 1.20 -1.35 -6.55 -0.323
C 2.40 -2.04 -6.88 -0.570
H -4.31 1.68 3.83 0.304
H -5.58 2.23 2.71 0.495
H -5.23 0.52 2.80 0.116
H -4.10 2.34 0.98 -0.092
H -3.54 0.65 1.23 0.250
H -1.62 0.49 4.97 0.705
H -2.71 -0.24 3.72 -0.283
H 0.51 -0.07 5.29 0.521
H 2.52 -1.33 4.67 0.451
H 2.58 -2.56 2.57 0.481
H 0.61 -2.60 1.05 0.812
H -2.68 -1.33 1.89 -0.167
H -1.73 -0.49 0.67 -0.074
H -1.67 -2.25 0.75 -0.865
H 0.20 2.08 4.03 0.356
H 0.10 4.21 2.48 0.597
H -1.81 5.29 1.17 0.415
H -3.23 4.19 0.79 0.599
H -1.24 2.78 -0.34 0.085
H -0.56 4.36 -0.69 0.462
H -3.24 4.63 -1.44 0.332
H -1.95 4.22 -2.56 0.499
H -4.04 2.43 -1.23 0.097
H -2.46 1.71 -1.69 0.024
H -2.80 2.67 -4.03 0.477
H -4.45 3.03 -3.55 0.390
H -4.86 0.59 -2.95 0.425
H -4.58 0.91 -4.64 0.399
H -3.39 -1.07 -3.40 0.341
H -2.16 0.10 -2.95 0.242
H -1.87 0.59 -5.46 0.230
H -3.07 -0.74 -5.75 0.340
H -0.30 -0.84 -4.62 0.295
H -1.47 -2.01 -4.01 0.114
H -0.83 -3.35 -5.69 0.375
H -1.99 -2.46 -6.64 0.414
H -0.37 -1.38 -7.91 0.392
H 0.39 -2.93 -7.57 0.443
H 3.25 -1.41 -6.63 0.139
H 2.42 -2.98 -6.31 0.225
H 2.45 -2.28 -7.95 0.446
C -6.45 -3.84 3.89 -1.185
C -6.23 -2.54 3.13 -0.188
O -5.05 -1.88 3.60 -0.371
H -6.54 -3.64 4.96 0.267
H -7.36 -4.34 3.55 0.376
H -5.61 -4.51 3.76 0.383
H -7.07 -1.86 3.29 0.214
H -6.13 -2.73 2.06 0.271
H -4.31 -2.48 3.45 0.203
C 7.30 -1.94 -5.89 -0.786
C 6.91 -2.76 -7.10 -0.475
O 5.70 -2.27 -7.68 -0.485
H 6.51 -1.96 -5.14 0.131
H 8.22 -2.32 -5.43 0.299
H 7.46 -0.90 -6.16 0.481
H 6.73 -3.80 -6.82 0.219
H 7.70 -2.74 -7.86 0.318
H 5.85 -1.35 -7.94 0.301
C 9.55 -1.11 -1.61 -0.967
C 8.86 -0.18 -2.59 -0.298
O 7.75 -0.83 -3.20 -0.379
H 9.89 -2.01 -2.10 0.270
H 10.41 -0.62 -1.15 0.372
H 8.86 -1.41 -0.82 0.252
H 9.55 0.10 -3.39 0.337
H 8.52 0.73 -2.09 0.201
H 7.13 -1.07 -2.50 0.217
C 2.57 2.84 0.11 -0.321
C 2.82 3.06 -1.37 -0.365
O 2.31 4.32 -1.80 -0.535
H 1.49 2.89 0.32 -0.243
H 2.95 1.88 0.44 0.273
H 3.05 3.63 0.70 0.320
H 2.32 2.29 -1.96 0.265
H 3.89 3.02 -1.59 0.290
H 2.76 5.00 -1.29 0.304
C -8.97 1.26 6.02 -0.924
C -8.61 -0.12 5.49 -0.021
O -9.34 -0.42 4.30 -0.521
H -10.04 1.32 6.22 0.303
H -8.42 1.48 6.93 0.169
H -8.74 2.02 5.27 0.310
H -8.86 -0.89 6.23 0.319
H -7.54 -0.19 5.27 0.048
H -9.12 0.25 3.65 0.299
C -1.27 -5.78 0.34 -1.261
C -1.13 -4.55 -0.54 -0.307
O -0.03 -3.74 -0.12 -0.398
H -1.41 -5.49 1.38 0.292
H -2.11 -6.39 0.02 0.398
H -0.36 -6.39 0.29 0.336
H -2.03 -3.93 -0.48 0.285
H -0.98 -4.83 -1.59 0.327
H 0.77 -4.28 -0.19 0.151
C 5.91 0.48 2.74 -1.122
C 6.16 0.72 1.26 -0.112
O 5.65 1.99 0.85 -0.455
H 4.84 0.53 2.95 0.219
H 6.28 -0.49 3.05 0.355
H 6.40 1.25 3.34 0.383
H 5.65 -0.03 0.66 0.253
H 7.23 0.68 1.04 0.247
H 6.11 2.67 1.37 0.255
C 0.50 8.34 3.53 -1.232
C 0.85 6.95 3.03 -0.082
O 0.10 6.63 1.86 -0.412
H -0.57 8.40 3.76 0.314
H 1.06 8.58 4.44 0.362
H 0.71 9.09 2.77 0.341
H 0.61 6.20 3.79 0.270
H 1.92 6.89 2.80 0.274
H 0.32 7.28 1.18 0.241
C -5.22 3.15 9.56 -1.148
C -5.72 2.50 8.28 0.007
O -6.85 3.19 7.77 -0.495
H -6.00 3.16 10.31 0.299
H -4.35 2.62 9.96 0.336
H -4.93 4.19 9.38 0.330
H -6.02 1.47 8.47 0.315
H -4.93 2.50 7.52 0.108
H -6.59 4.10 7.59 0.275
C 5.87 -5.24 -3.83 -0.652
C 6.00 -4.43 -2.55 -0.104
O 7.35 -4.00 -2.36 -0.532
H 6.53 -6.11 -3.79 0.338
H 4.85 -5.58 -3.97 0.381
H 6.17 -4.65 -4.69 -0.122
H 5.72 -5.03 -1.68 0.345
H 5.35 -3.55 -2.59 0.131
H 7.59 -3.46 -3.12 0.242
C 1.64 -2.51 -2.68 -0.807
C 2.14 -3.89 -3.05 0.163
O 1.47 -4.37 -4.20 -0.551
H 0.57 -2.54 -2.49 -0.022
H 2.14 -2.13 -1.79 0.404
H 1.81 -1.81 -3.50 0.456
H 1.96 -4.60 -2.24 0.251
H 3.22 -3.86 -3.24 -0.098
H 1.63 -3.74 -4.91 0.041
```

Number 1: M 895.4 g mol⁻¹, E_tot -79122.043 eV. Number 2: M 805.6 g mol⁻¹, E_tot -180368.935 eV. Number 3: M 106.1 g mol⁻¹, E_tot -10873.068 eV. Number 4: M 91.1 g mol⁻¹, E_tot -9143.864 eV. Number 5: M 297.3 g mol⁻¹, E_tot -14213.373 eV. Number 6: M 73.1 g mol⁻¹, E_tot -6337.877 eV. Number 7: M 104.1 g mol⁻¹, E_tot -17993.074 eV. Number 8: M 892.4 g mol⁻¹, E_tot -78016.358 eV.